# 1
{"formula": "C4H10OS", "method": "ωB97M-V with the def2-TZVPD basis set", "smiles": "CC=O.CCS", "symbols": ["C", "C", "O", "H", "H", "H", "H", "C", "C", "S", "H", "H", "H", "H", "H", "H"], "coordinates": [[1.772, -3.090, 0.528], [1.399, -1.752, 0.017], [0.978, -0.846, 0.718], [1.711, -3.122, 1.593], [2.816, -3.495, 0.198], [0.982, -3.702, 0.121], [1.151, -1.626, -1.011], [-1.752, 1.015, -0.162], [-0.662, 2.033, -0.257], [-1.602, 3.670, -0.647], [-2.523, 1.415, 0.488], [-2.272, 0.818, -1.099], [-1.145, 0.139, 0.243], [0.088, 1.807, -0.999], [-0.313, 2.234, 0.753], [-0.630, 4.503, -0.482]], "forces_ev_per_angstrom": [[2.2, -0.6, -0.8], [-1.7, 1.2, 1.6], [0.9, -0.5, 0.0], [0.0, 0.1, 0.8], [-2.0, 0.8, 0.3], [-0.1, -0.7, -0.2], [0.6, -0.2, -1.7], [1.0, -1.1, 0.4], [-1.5, 2.4, 0.1], [-0.3, -1.8, -0.3], [0.0, -0.5, 0.6], [0.4, -0.3, -0.2], [-1.7, 0.5, -0.4], [0.3, 0.1, 0.0], [0.6, -0.3, -0.3], [1.1, 0.9, 0.2]]}

***

# 2
{"formula": "C4H10OS2", "method": "ωB97M-V with the def2-TZVPD basis set", "smiles": "CSSCCCO", "symbols": ["C", "S", "S", "C", "C", "C", "O", "H", "H", "H", "H", "H", "H", "H", "H", "H", "H"], "coordinates": [[-0.963, -2.777, 2.109], [-1.966, -1.933, 1.033], [-1.290, 0.046, 0.681], [0.422, 0.010, -0.083], [0.402, 0.757, -1.444], [0.281, 2.227, -1.501], [1.267, 2.744, -0.708], [-0.583, -3.601, 1.699], [-0.062, -2.382, 2.444], [-1.477, -2.992, 3.046], [1.134, 0.675, 0.567], [0.747, -1.119, -0.267], [-0.398, 0.311, -2.136], [1.413, 0.562, -2.018], [0.488, 2.608, -2.505], [-0.703, 2.553, -1.145], [1.289, 2.311, 0.227]], "forces_ev_per_angstrom": [[-0.7, 1.2, 3.4], [-1.0, 2.1, -2.5], [0.6, -0.7, 0.5], [0.5, 0.0, -0.5], [0.5, -3.1, -3.2], [-1.0, 0.0, 0.6], [2.0, 0.8, 3.7], [0.8, -3.8, -1.9], [1.5, 1.9, 0.4], [-0.2, -0.3, -0.1], [-1.1, -2.2, -0.6], [-0.5, 2.6, 0.8], [1.0, 0.3, 1.0], [-1.7, -0.1, 1.3], [-0.4, -0.2, 0.1], [-0.2, 0.2, -0.3], [-0.3, 1.3, -2.7]]}

***

# 3
{"formula": "C4H10OSi2", "method": "ωB97M-V with the def2-TZVPD basis set", "smiles": "C=C[SiH](C=C)O[SiH3]", "symbols": ["C", "C", "Si", "C", "C", "O", "Si", "H", "H", "H", "H", "H", "H", "H", "H", "H", "H"], "coordinates": [[2.188, 0.639, -1.182], [1.214, -0.290, -1.029], [0.096, -0.210, 0.479], [-0.397, 1.562, 0.681], [0.466, 2.426, 1.126], [-1.125, -1.333, 0.257], [-2.257, -2.424, -0.254], [2.907, 0.492, -2.039], [2.349, 1.609, -0.611], [0.992, -1.141, -1.595], [0.658, -0.521, 2.110], [-1.390, 1.664, 0.359], [0.196, 3.360, 1.416], [1.517, 2.095, 1.395], [-3.581, -1.858, 0.039], [-1.739, -3.459, 0.520], [-2.094, -2.610, -1.670]], "forces_ev_per_angstrom": [[0.3, -0.5, -1.5], [0.6, 2.3, 2.6], [0.1, -1.1, 2.1], [0.1, -2.5, -0.7], [2.3, -1.8, 0.7], [0.6, 1.6, -0.2], [0.9, 2.2, 0.3], [-0.7, 0.4, 0.9], [-0.5, -1.7, -0.5], [0.6, -1.1, -1.4], [-0.4, 0.1, -2.7], [-1.4, 1.3, 0.0], [-0.5, 3.0, 0.4], [-1.4, 0.5, -0.2], [-0.2, -0.3, 0.1], [-0.2, -2.1, 0.8], [-0.1, -0.3, -0.8]]}

***

# 4
{"formula": "C4H10P2", "method": "ωB97M-V with the def2-TZVPD basis set", "smiles": "P/C=C/P.C=C", "symbols": ["P", "C", "C", "P", "H", "H", "H", "H", "H", "H", "C", "C", "H", "H", "H", "H"], "coordinates": [[-2.195, -0.345, 1.259], [-0.907, -1.283, 0.331], [0.300, -1.529, 0.818], [1.858, -1.980, -0.019], [-3.186, -0.860, 0.548], [-2.207, 0.696, 0.399], [-1.214, -1.325, -0.773], [0.621, -1.197, 1.858], [1.410, -2.907, -1.070], [2.119, -3.186, 0.944], [1.134, 2.160, -0.454], [-0.029, 2.390, -1.027], [1.941, 2.105, -1.028], [1.359, 2.100, 0.632], [-0.845, 2.531, -0.398], [-0.160, 2.632, -2.020]], "forces_ev_per_angstrom": [[1.8, -0.6, 2.0], [-0.8, 1.0, -1.4], [1.0, 0.6, 0.7], [0.0, -2.7, 0.7], [-2.1, -1.1, -0.9], [0.2, 1.5, -0.9], [1.0, -0.7, 1.6], [-1.0, -0.5, -1.0], [0.1, 0.8, 0.7], [-0.2, 1.7, -1.4], [-1.9, 0.2, 2.5], [0.8, 0.1, 2.0], [3.5, -0.3, -2.4], [-0.8, -0.1, -0.8], [-1.6, 0.1, 0.8], [-0.1, 0.0, -2.2]]}

***

# 5
{"formula": "C4H10S", "method": "ωB97M-V with the def2-TZVPD basis set", "smiles": "C=C.CCS", "symbols": ["C", "C", "H", "H", "H", "H", "C", "C", "S", "H", "H", "H", "H", "H", "H"], "coordinates": [[1.368, -1.105, 3.585], [0.444, -0.555, 2.826], [2.422, -0.852, 3.512], [1.140, -1.882, 4.299], [0.582, 0.160, 2.025], [-0.602, -0.540, 3.139], [-0.369, -0.166, -3.088], [-0.874, -0.305, -1.639], [-0.186, 1.074, -0.663], [-0.772, 0.748, -3.519], [0.712, -0.048, -3.114], [-0.752, -1.052, -3.590], [-0.552, -1.263, -1.223], [-1.959, -0.419, -1.564], [-0.876, 0.830, 0.500]], "forces_ev_per_angstrom": [[0.7, -0.3, -0.1], [-1.2, 1.2, 0.4], [0.0, -0.3, -0.4], [-0.2, 0.3, 0.4], [0.7, 0.0, 0.1], [0.0, -1.0, -0.3], [-0.8, 0.2, 1.0], [0.4, -0.6, 0.1], [-0.8, -0.3, 0.6], [-0.2, -0.1, -0.2], [0.1, -0.5, -0.1], [0.4, 0.1, -0.5], [0.5, 0.2, 0.0], [0.0, 0.8, -0.2], [0.4, 0.2, -0.7]]}

***

# 6
{"formula": "C4H10S", "method": "ωB97M-V with the def2-TZVPD basis set", "smiles": "C=C.CCS", "symbols": ["C", "C", "H", "H", "H", "H", "C", "C", "S", "H", "H", "H", "H", "H", "H"], "coordinates": [[3.153, 0.349, -1.957], [3.396, 1.072, -3.117], [4.048, 0.298, -1.232], [2.463, -0.531, -1.915], [4.247, 1.859, -3.166], [2.600, 1.074, -3.899], [-3.041, -0.255, 1.302], [-1.729, 0.072, 1.927], [-0.596, -1.578, 2.578], [-3.530, 0.700, 1.035], [-3.644, -0.849, 1.976], [-3.109, -0.755, 0.326], [-1.024, 0.397, 1.204], [-1.896, 0.618, 2.915], [-1.340, -2.473, 2.023]], "forces_ev_per_angstrom": [[3.0, -0.2, -1.9], [-0.9, 0.2, 2.2], [-1.8, 0.3, -0.8], [0.3, 1.3, 0.0], [-1.6, -1.6, 0.0], [1.0, 0.0, 0.4], [-1.0, 0.1, -0.7], [0.9, -2.3, 2.1], [-0.7, 2.7, 0.0], [-0.1, -0.2, 0.7], [-0.4, 0.2, 0.2], [0.9, -0.3, 0.3], [0.6, 1.1, -0.1], [0.7, -0.4, -1.7], [-0.9, -1.0, -0.7]]}

***

# 7
{"formula": "C4H10S", "method": "ωB97M-V with the def2-TZVPD basis set", "symbols": ["C", "C", "C", "C", "S", "H", "H", "H", "H", "H", "H", "H", "H", "H", "H"], "coordinates": [[0.176, 0.934, -0.160], [-3.367, -0.928, -0.214], [2.401, -0.169, 0.484], [1.421, 0.192, -0.632], [-2.508, 0.458, 0.208], [0.157, 1.205, 0.883], [-0.188, 1.698, -0.820], [-3.110, -1.870, 0.227], [-3.770, -0.922, -1.206], [3.287, 0.462, 0.437], [1.946, -0.029, 1.464], [2.723, -1.205, 0.406], [1.103, -0.726, -1.142], [1.915, 0.801, -1.396], [-2.188, 0.100, 1.461]], "forces_ev_per_angstrom": [[1.3, 0.1, -0.2], [0.1, 0.1, -0.1], [0.0, 0.0, 0.0], [-1.0, 0.0, 0.1], [0.0, -0.1, 0.2], [-0.1, 0.0, 0.3], [-0.3, 0.2, -0.2], [0.0, -0.3, 0.2], [-0.2, 0.0, -0.3], [0.0, 0.0, 0.1], [0.0, -0.1, 0.1], [0.1, 0.0, 0.1], [0.1, 0.0, -0.1], [0.0, -0.1, 0.0], [0.1, 0.1, -0.1]]}

***

# 8
{"formula": "C4H10S", "method": "ωB97M-V with the def2-TZVPD basis set", "smiles": "C=C.CCS", "symbols": ["C", "C", "H", "H", "H", "H", "C", "C", "S", "H", "H", "H", "H", "H", "H"], "coordinates": [[1.451, 3.703, -0.298], [0.228, 3.977, -0.716], [2.254, 4.440, -0.260], [1.961, 2.774, -0.540], [-0.370, 4.849, -0.536], [-0.304, 3.138, -1.151], [0.038, -2.617, 1.060], [-0.506, -2.391, -0.320], [-2.256, -2.971, -0.450], [1.106, -2.403, 1.100], [-0.085, -3.638, 1.385], [-0.393, -1.936, 1.800], [-0.451, -1.398, -0.747], [-0.029, -3.028, -1.068], [-2.644, -2.499, 0.742]], "forces_ev_per_angstrom": [[1.9, 0.7, -1.8], [-0.6, -1.5, 0.4], [-0.6, 0.5, 1.3], [-0.7, -0.4, 0.2], [0.3, 0.7, -0.2], [-0.4, 0.0, 0.2], [0.7, 0.8, 0.3], [-0.9, -0.9, -0.8], [0.2, 0.2, 0.1], [0.2, 0.0, -0.2], [-0.2, -0.3, 0.1], [-0.3, -0.2, -0.1], [0.1, 0.4, 0.5], [0.3, -0.1, 0.2], [-0.1, 0.0, 0.0]]}

***

# 9
{"formula": "C4H10S", "method": "ωB97M-V with the def2-TZVPD basis set", "charge": 1, "spin_multiplicity": 2, "symbols": ["C", "C", "H", "H", "H", "H", "C", "C", "S", "H", "H", "H", "H", "H", "H"], "coordinates": [[0.096, 0.120, -2.990], [0.968, 0.462, -2.054], [-0.311, 0.860, -3.665], [-0.151, -0.922, -3.169], [1.297, 1.485, -1.925], [1.485, -0.284, -1.451], [-0.071, 0.433, 2.504], [-0.450, -0.761, 1.633], [-1.528, -0.172, 0.245], [0.765, 0.991, 2.092], [-0.890, 1.143, 2.613], [0.177, 0.095, 3.511], [-1.056, -1.477, 2.191], [0.366, -1.286, 1.149], [-0.697, -0.686, -0.685]], "forces_ev_per_angstrom": [[0.0, -0.2, -0.3], [0.5, 0.1, 0.4], [-0.2, 0.0, 0.0], [-0.1, 0.1, 0.0], [-0.1, 0.0, 0.0], [-0.1, 0.0, -0.1], [0.1, 0.2, 0.2], [-0.5, 0.5, -0.4], [0.7, -0.5, 0.5], [0.1, -0.1, -0.1], [-0.2, -0.1, 0.0], [0.1, -0.1, -0.1], [-0.2, 0.0, -0.1], [0.2, 0.0, 0.2], [-0.4, 0.1, -0.4]]}

***

# 10
{"formula": "C4H10S2", "method": "ωB97M-V with the def2-TZVPD basis set", "smiles": "C=CC.CSS", "symbols": ["C", "C", "C", "H", "H", "H", "H", "H", "H", "C", "S", "S", "H", "H", "H", "H"], "coordinates": [[1.005, 0.966, 0.488], [1.905, 0.256, -0.164], [2.239, 0.513, -1.604], [0.747, 0.741, 1.518], [0.515, 1.819, 0.038], [2.532, -0.477, 0.322], [1.693, -0.198, -2.221], [2.048, 1.523, -1.942], [3.284, 0.337, -1.853], [-1.976, -1.143, 1.612], [-1.857, -1.424, -0.156], [-2.452, 0.410, -0.945], [-1.326, -0.349, 1.937], [-1.625, -2.091, 2.034], [-2.997, -0.913, 1.917], [-3.735, 0.030, -0.980]], "forces_ev_per_angstrom": [[-0.1, -0.1, 0.6], [0.6, 0.7, -0.6], [0.4, -0.4, -0.2], [0.1, 0.1, 0.0], [-0.2, -0.1, -0.2], [-0.4, -0.4, 0.2], [-0.2, 0.1, -0.2], [-0.5, 0.2, 0.1], [0.2, -0.1, 0.3], [-0.2, -0.3, 0.0], [0.1, 0.4, -0.4], [0.1, -0.7, 0.3], [0.3, 0.3, 0.0], [-0.2, 0.2, 0.2], [0.1, -0.2, 0.0], [-0.2, 0.3, -0.1]]}

***

Energy relative to the best compared isomer or geometry (same formula, charge and spin)
In order: 119.27, 226.13, 58.71, 176.64, 133.98, 233.38, 386.64, 151.51, 65.00, 115.85
Unit: kJ/mol